This record from OMol25 describes a 8-piece molecular cluster, C23H43F10N2O18P2 overall. The level of theory is ωB97M-V/def2-TZVPD.

The spin multiplicity is 1. As for the HOMO energy: -7.871 eV. Its total charge is -1.

Each line ends with the Löwdin charge.
Element x y z (Å)
P (-1.87, -9.79, -11.41)  0.17
F (-3.14, -10.57, -10.79)  -0.15
F (-1.68, -10.93, -12.57)  -0.19
F (-2.91, -9.05, -12.44)  -0.17
F (-0.59, -9.03, -12.09)  -0.18
F (-2.07, -8.59, -10.38)  -0.13
F (-0.84, -10.59, -10.48)  -0.14
C (1.09, -12.85, -14.09)  -0.06
C (0.08, -13.95, -13.79)  -0.44
C (0.37, -14.61, -12.46)  -0.21
O (-0.69, -15.49, -12.13)  -0.22
C (-0.25, -16.73, -11.62)  -0.10
N (-1.26, -13.40, -13.91)  0.07
H (0.99, -12.48, -15.11)  0.08
H (2.13, -13.14, -13.90)  0.08
H (0.89, -12.04, -13.38)  0.07
H (0.19, -14.73, -14.56)  0.14
H (0.47, -13.84, -11.67)  0.13
H (1.33, -15.13, -12.49)  0.12
H (0.21, -17.31, -12.42)  0.09
H (-1.14, -17.27, -11.28)  0.08
H (0.34, -16.61, -10.71)  0.09
H (-1.41, -12.58, -13.31)  0.04
H (-1.83, -14.09, -13.40)  0.04
C (-5.29, -11.11, -16.95)  -0.07
C (-3.96, -11.73, -16.52)  -0.45
C (-3.12, -12.08, -17.73)  -0.23
O (-3.80, -13.03, -18.52)  -0.19
C (-3.03, -13.43, -19.63)  -0.13
N (-3.19, -10.76, -15.74)  0.05
H (-5.12, -10.22, -17.56)  0.08
H (-5.87, -10.79, -16.08)  0.07
H (-5.87, -11.81, -17.55)  0.07
H (-4.23, -12.65, -15.98)  0.13
H (-2.16, -12.48, -17.38)  0.12
H (-2.94, -11.16, -18.31)  0.13
H (-2.03, -13.73, -19.29)  0.09
H (-2.94, -12.63, -20.37)  0.09
H (-3.45, -14.33, -20.06)  0.08
H (-2.49, -11.35, -15.28)  0.05
H (-3.74, -10.46, -14.93)  0.07
C (-3.20, -6.60, -7.81)  -0.08
O (-3.38, -5.55, -6.85)  -0.20
P (-2.44, -4.29, -6.92)  0.32
O (-2.29, -3.65, -8.22)  -0.21
O (-1.09, -4.86, -6.30)  -0.23
C (0.11, -4.07, -6.45)  -0.08
O (-3.04, -3.34, -5.80)  -0.20
C (-2.95, -3.70, -4.42)  -0.09
H (-4.18, -6.86, -8.20)  0.08
H (-2.75, -7.47, -7.34)  0.09
H (-2.51, -6.32, -8.61)  0.08
H (0.83, -4.64, -7.04)  0.09
H (0.54, -3.96, -5.45)  0.08
H (-0.11, -3.10, -6.89)  0.08
H (-2.56, -4.71, -4.26)  0.08
H (-3.96, -3.70, -4.00)  0.09
H (-2.33, -2.96, -3.93)  0.09
C (-0.47, -7.73, -15.15)  -0.06
C (0.93, -8.33, -15.22)  -0.29
O (1.77, -7.22, -15.29)  0.13
C (1.04, -6.08, -15.39)  -0.54
O (1.51, -5.00, -15.52)  0.17
O (-0.28, -6.35, -15.31)  0.10
F (1.11, -9.04, -16.40)  0.03
H (-0.87, -8.00, -14.16)  0.11
H (-1.11, -8.28, -15.84)  0.14
H (1.18, -9.02, -14.42)  0.16
C (-4.12, -13.99, -11.75)  -0.05
C (-4.39, -15.06, -12.78)  -0.33
O (-5.72, -15.39, -12.53)  0.13
C (-5.93, -15.19, -11.18)  -0.54
O (-6.88, -15.58, -10.59)  0.18
O (-4.90, -14.49, -10.65)  0.08
F (-3.61, -16.15, -12.52)  0.07
H (-4.48, -12.98, -11.94)  0.14
H (-3.05, -13.93, -11.55)  0.13
H (-4.18, -14.73, -13.80)  0.16
C (2.42, -10.72, -9.42)  -0.04
C (2.00, -9.28, -9.67)  -0.32
O (3.21, -8.58, -9.56)  0.13
C (4.11, -9.34, -8.86)  -0.56
O (5.17, -8.95, -8.52)  0.17
O (3.61, -10.56, -8.63)  0.07
F (1.13, -8.82, -8.74)  0.08
H (2.71, -11.21, -10.35)  0.14
H (1.68, -11.29, -8.87)  0.14
H (1.59, -9.18, -10.68)  0.15
C (-5.56, -8.48, -11.03)  -0.02
C (-5.00, -7.19, -11.67)  -0.30
O (-5.65, -6.16, -11.02)  0.14
C (-6.72, -6.63, -10.32)  -0.57
O (-7.52, -5.96, -9.77)  0.17
O (-6.73, -7.97, -10.34)  0.07
F (-5.36, -7.20, -13.01)  0.03
H (-4.88, -8.89, -10.30)  0.12
H (-5.94, -9.17, -11.78)  0.14
H (-3.93, -7.08, -11.66)  0.15

---

This record from OMol25 describes C27H27BF4IN5OSTi as an isolated structure. The level of theory is ωB97M-V/def2-TZVPD.

The spin multiplicity is 3. As for the HOMO energy (alpha / beta): 0.291 / -2.310 eV. Its total charge is -2.

Each line ends with the Löwdin charge.
Element x y z (Å)
Ti (1.07, -0.64, 0.32)  0.72
C (-3.48, 3.97, 1.54)  -0.09
C (-2.12, 4.49, 2.02)  -0.24
N (-1.28, 3.52, 2.67)  -0.17
C (-1.33, 3.39, 4.10)  -0.30
C (-2.41, 2.42, 4.59)  -0.09
C (-0.65, 2.57, 1.89)  -0.74
S (0.46, 1.53, 2.65)  0.72
N (-0.92, 2.65, 0.61)  0.08
C (-0.55, 1.77, -0.33)  -0.39
O (-0.06, 0.60, -0.09)  -0.23
C (-0.77, 2.17, -1.70)  -0.14
C (-1.34, 3.42, -2.03)  -0.05
C (-1.49, 3.79, -3.34)  -0.14
C (-1.08, 2.95, -4.37)  -0.15
C (-0.52, 1.71, -4.06)  -0.11
C (-0.37, 1.32, -2.75)  -0.02
H (-4.00, 4.75, 0.99)  0.06
H (-4.10, 3.67, 2.38)  0.05
H (-3.33, 3.12, 0.89)  0.06
H (-2.27, 5.33, 2.72)  0.10
H (-1.58, 4.86, 1.15)  0.10
H (-1.49, 4.38, 4.54)  0.10
H (-0.36, 3.01, 4.43)  0.04
H (-3.40, 2.77, 4.31)  0.05
H (-2.37, 2.32, 5.67)  0.06
H (-2.25, 1.44, 4.14)  0.06
H (-1.64, 4.07, -1.22)  0.08
H (-1.93, 4.76, -3.57)  0.08
H (-1.19, 3.26, -5.40)  0.07
H (-0.20, 1.05, -4.86)  0.09
H (0.06, 0.35, -2.51)  0.10
N (2.61, -3.19, 1.68)  0.14
C (3.01, -1.98, 2.19)  -0.36
C (3.79, -1.91, 3.33)  -0.02
C (4.31, -0.67, 3.73)  -0.06
C (4.03, 0.44, 2.94)  -0.08
C (3.20, 0.30, 1.85)  -0.17
N (2.65, -0.88, 1.49)  -0.03
H (2.41, -3.94, 2.33)  0.07
H (2.02, -3.14, 0.85)  0.04
H (4.02, -2.81, 3.88)  0.10
H (4.93, -0.59, 4.61)  0.10
H (4.44, 1.41, 3.18)  0.10
H (2.98, 1.16, 1.22)  0.10
I (-0.82, -3.45, 1.99)  0.52
C (-0.20, -1.34, 1.94)  -0.75
H (0.22, -1.20, 2.94)  -0.08
H (-1.16, -0.82, 1.91)  -0.05
N (-2.39, -7.26, -6.32)  0.12
C (-1.96, -6.54, -5.51)  -0.24
C (-1.44, -5.68, -4.55)  -0.26
C (-2.30, -5.07, -3.61)  -0.04
C (-1.80, -4.19, -2.68)  -0.02
C (-0.43, -3.88, -2.64)  -0.24
C (0.43, -4.53, -3.55)  -0.03
C (-0.06, -5.40, -4.48)  -0.04
C (0.04, -2.93, -1.72)  -0.12
C (0.40, -2.08, -0.91)  -0.10
H (-3.36, -5.28, -3.64)  0.11
H (-2.46, -3.73, -1.96)  0.12
H (1.49, -4.32, -3.51)  0.12
H (0.60, -5.87, -5.19)  0.11
F (4.67, 0.04, -0.70)  0.14
B (3.57, -0.28, -1.46)  -1.32
F (2.51, 0.61, -1.14)  0.08
F (3.86, -0.23, -2.79)  0.16
F (3.10, -1.55, -1.09)  0.09

---

This record from OMol25 describes C3H4O3 as an isolated structure. The level of theory is ωB97M-V/def2-TZVPD.

The spin multiplicity is 1. As for the HOMO energy: -10.419 eV. Its total charge is 0.

Each line ends with the Löwdin charge.
Element x y z (Å)
C (-0.73, -0.16, 0.41)  -0.23
C (-0.52, 1.23, 0.05)  -0.07
C (0.80, -0.26, 0.11)  -0.50
H (-1.70, -1.04, -1.01)  0.02
H (-0.63, -0.30, 1.47)  0.16
H (-0.36, 2.18, 0.64)  0.15
H (-1.16, 1.61, -0.77)  0.14
O (-1.82, -0.86, -0.17)  0.09
O (0.88, 0.93, -0.27)  0.11
O (1.75, -0.99, -0.04)  0.13

---

This record from OMol25 describes a 2-piece molecular cluster, CH3ClN2O2 overall. The level of theory is ωB97M-V/def2-TZVPD.

The spin multiplicity is 1. As for the HOMO energy: -9.845 eV. The SMILES is O=NCl.C=NO. Its total charge is 0.

Each line ends with the Löwdin charge.
Element x y z (Å)
C (1.32, -0.13, -0.15)  -0.06
N (-1.64, -0.85, -0.76)  -0.42
N (0.23, -0.10, 0.50)  -0.18
O (-0.16, 0.51, 1.62)  0.02
O (-2.59, -0.41, -0.16)  -0.09
Cl (-1.19, 0.15, -2.14)  0.49
H (2.27, 0.57, 0.03)  0.12
H (1.35, -0.86, -0.95)  0.05
H (0.41, 1.12, 2.01)  0.07

---

ΔE to the lowest compared entry with this formula, charge and spin? In order: 0.0; 175.8; 287.4; 336.5 kJ/mol.
Electronic energy? In order: -110148.53719; -91540.47026; -9315.72158; -20677.47663 eV.